# 1
# C36H87N3O9

A cluster of 9 separate species, C36H87N3O9 in total (wB97M-V/def2-TZVPD, the OMol25 dataset).

Structure (ORCA input):
```
! RIJCOSX wB97M-V def2-TZVPD def2/J DEFGRID3
* xyz 0 1
C 5.196 -1.233 2.048
C 5.425 -2.723 1.728
C 6.328 -2.776 0.489
C 6.138 -3.430 2.871
C 5.201 -3.826 4.020
C 3.970 -4.559 3.528
C 3.202 -3.799 2.452
C 2.180 -4.769 1.861
C 2.487 -2.564 3.019
N 4.189 -3.441 1.435
O 3.574 -2.967 0.251
H 4.768 -1.053 3.036
H 6.141 -0.683 2.040
H 4.572 -0.775 1.279
H 5.984 -2.124 -0.315
H 7.328 -2.457 0.779
H 6.298 -3.790 0.084
H 6.704 -4.298 2.534
H 6.842 -2.718 3.314
H 5.811 -4.413 4.713
H 4.903 -2.964 4.625
H 3.385 -4.800 4.425
H 4.224 -5.558 3.162
H 2.635 -5.710 1.563
H 1.692 -4.321 0.993
H 1.384 -4.932 2.588
H 2.772 -2.201 4.010
H 1.409 -2.716 3.179
H 2.503 -1.672 2.386
H 3.028 -2.227 0.566
C 0.609 -0.218 0.637
C -0.440 0.762 0.129
C -0.031 1.330 -1.219
C -1.798 0.085 -0.068
C -2.466 -0.420 1.182
C -2.607 0.718 2.218
C -1.408 1.698 2.297
C -1.938 2.989 2.863
C -0.460 1.076 3.352
N -0.723 1.906 1.014
O 0.471 2.655 1.235
H 0.273 -0.728 1.538
H 0.864 -1.008 -0.071
H 1.507 0.349 0.898
H 0.439 0.523 -1.794
H -0.879 1.669 -1.818
H 0.708 2.131 -1.226
H -2.436 0.831 -0.554
H -1.625 -0.692 -0.823
H -3.458 -0.798 0.927
H -1.943 -1.253 1.659
H -2.658 0.187 3.170
H -3.583 1.199 2.115
H -1.238 3.683 3.334
H -2.708 2.766 3.604
H -2.457 3.571 2.092
H 0.496 1.598 3.342
H -0.358 -0.011 3.340
H -0.873 1.187 4.366
H 0.197 3.539 0.975
C -2.180 -4.429 -1.765
C -2.573 -3.618 -3.017
C -3.642 -2.605 -2.625
C -1.409 -2.838 -3.621
C -0.512 -3.767 -4.423
C -1.281 -4.281 -5.617
C -2.449 -5.144 -5.162
C -3.418 -5.373 -6.321
C -1.904 -6.550 -4.778
N -3.128 -4.457 -4.073
O -4.215 -5.216 -3.566
H -2.046 -5.493 -1.974
H -1.187 -4.133 -1.411
H -2.923 -4.334 -0.979
H -3.514 -2.133 -1.648
H -3.769 -1.811 -3.363
H -4.624 -3.077 -2.529
H -1.778 -2.009 -4.226
H -0.810 -2.417 -2.805
H 0.469 -3.378 -4.683
H -0.388 -4.626 -3.752
H -0.549 -4.790 -6.251
H -1.640 -3.454 -6.242
H -4.399 -5.668 -5.927
H -3.174 -6.263 -6.901
H -3.611 -4.495 -6.937
H -2.770 -7.191 -4.586
H -1.365 -6.531 -3.830
H -1.308 -6.970 -5.583
H -4.970 -4.906 -4.077
C -5.303 4.742 3.105
C -4.613 5.547 4.203
C -4.620 7.033 3.898
O -5.424 5.269 5.377
H -6.220 5.272 2.831
H -5.465 3.685 3.293
H -4.773 4.794 2.140
H -3.585 5.235 4.384
H -3.923 7.212 3.080
H -4.322 7.597 4.785
H -5.583 7.470 3.619
H -6.025 6.013 5.469
C 3.597 2.016 -2.530
C 3.526 0.892 -1.538
C 3.085 -0.411 -2.132
O 4.880 0.744 -0.986
H 4.301 1.766 -3.332
H 3.751 3.009 -2.126
H 2.688 2.135 -3.142
H 3.063 1.138 -0.582
H 2.311 -0.338 -2.898
H 2.791 -1.190 -1.426
H 3.932 -0.926 -2.606
H 5.480 0.648 -1.734
C -2.224 6.401 1.030
C -1.982 5.809 -0.334
C -3.248 5.880 -1.172
O -0.908 6.525 -0.971
H -2.613 7.419 0.954
H -1.311 6.455 1.629
H -2.961 5.806 1.566
H -1.602 4.780 -0.292
H -3.515 6.887 -1.495
H -4.074 5.472 -0.581
H -3.168 5.301 -2.094
H -0.447 5.875 -1.525
O 2.807 4.419 -0.463
H 3.590 3.951 -0.159
H 2.406 4.802 0.336
O 0.706 4.646 -2.176
H 1.595 4.718 -1.793
H 0.673 3.776 -2.580
O 1.421 5.589 1.570
H 2.054 6.257 1.280
H 0.567 6.012 1.414
*
```

Results
Gap between HOMO and LUMO, eV: 8.56
Largest force on an atom, eV/A: 2.15
Energy relative to the best compared isomer or geometry (same formula, charge and spin), kcal per mole: 0.0
Structure (SMILES): CC1(C)CCCC(C)(C)N1O.CC1(C)CCCC(C)(C)N1O.CC1(C)CCCC(C)(C)N1O.CC(C)O.CC(C)O.CC(C)O.O.O.O


# 2
# C36H88AsF6N8O4Tl

A structure of composition C36H88AsF6N8O4Tl (wB97M-V/def2-TZVPD, the OMol25 dataset).

Structure (ORCA input):
```
! RIJCOSX wB97M-V def2-TZVPD def2/J DEFGRID3
* xyz 3 2
Tl -1.895 1.588 -4.656
As -0.551 0.203 -1.408
F -0.506 -0.501 -3.059
F -1.208 -1.357 -0.700
F -0.738 0.999 0.200
F 0.045 1.654 -2.228
F -2.178 0.906 -1.825
F 1.053 -0.319 -1.004
C 3.853 -0.925 4.291
C 2.832 -1.391 3.254
N 1.543 -0.695 3.363
C 0.636 -1.068 2.238
C 0.012 -2.508 2.465
C 1.004 -0.592 4.678
C 0.080 0.598 4.756
H 4.799 -1.390 4.013
H 3.602 -1.336 5.269
H 3.954 0.158 4.352
H 3.193 -1.092 2.270
H 2.745 -2.475 3.323
H -0.154 -0.317 2.211
H 1.168 -0.953 1.294
H -0.591 -2.773 1.597
H 0.752 -3.306 2.522
H -0.552 -2.562 3.396
H 1.818 -0.401 5.377
H 0.604 -1.513 5.102
H 0.529 1.489 4.317
H -0.168 0.759 5.805
H -0.822 0.412 4.173
C 6.842 1.922 0.514
C 6.237 1.548 -0.837
N 6.507 0.223 -1.356
C 7.876 -0.064 -1.753
C 8.301 0.819 -2.926
C 5.944 -0.780 -0.456
C 4.453 -0.747 -0.335
H 6.590 1.226 1.314
H 6.605 2.938 0.832
H 7.923 2.003 0.405
H 5.165 1.731 -0.756
H 6.506 2.336 -1.541
H 8.585 0.051 -0.934
H 7.871 -1.106 -2.073
H 7.623 0.441 -3.691
H 8.076 1.854 -2.669
H 9.314 0.629 -3.280
H 6.408 -0.755 0.530
H 6.216 -1.783 -0.786
H 4.179 -1.644 0.219
H 3.935 -0.673 -1.291
H 4.095 0.074 0.287
C -3.050 2.829 3.628
C -4.296 2.494 2.820
N -4.978 1.268 3.216
C -4.067 0.113 3.367
C -3.291 -0.298 2.101
C -5.754 1.441 4.442
C -6.982 2.364 4.193
H -2.265 2.075 3.684
H -3.422 2.938 4.646
H -2.612 3.756 3.258
H -4.970 3.346 2.740
H -4.041 2.345 1.770
H -3.403 0.165 4.229
H -4.706 -0.702 3.709
H -2.772 0.525 1.610
H -2.487 -1.006 2.300
H -4.056 -0.735 1.459
H -5.197 1.652 5.355
H -6.241 0.513 4.741
H -6.697 3.403 4.025
H -7.640 2.456 5.057
H -7.595 2.038 3.353
C -1.461 -3.761 -3.156
C -1.511 -4.648 -1.901
N -2.827 -5.189 -1.465
C -2.757 -6.277 -0.451
C -1.945 -7.537 -1.068
C -3.634 -4.083 -0.970
C -5.082 -4.480 -0.823
H -2.002 -2.820 -3.052
H -2.038 -4.318 -3.894
H -0.456 -3.536 -3.514
H -0.765 -5.434 -2.019
H -1.040 -4.089 -1.093
H -3.734 -6.631 -0.123
H -2.301 -5.916 0.471
H -2.233 -8.459 -0.563
H -0.869 -7.381 -0.993
H -2.215 -7.540 -2.124
H -3.327 -3.737 0.017
H -3.629 -3.213 -1.626
H -5.512 -5.039 -1.654
H -5.184 -5.095 0.070
H -5.643 -3.553 -0.706
C -1.646 3.870 -0.242
C -1.231 4.290 -1.655
O -1.669 3.722 -2.653
N -0.459 5.407 -1.809
C -0.020 6.367 -0.827
H -0.794 3.487 0.320
H -2.439 3.125 -0.307
H -1.989 4.702 0.373
H -0.452 5.714 -2.772
H 0.575 5.919 -0.031
H -0.817 6.921 -0.332
H 0.490 7.183 -1.337
C 2.537 2.840 -1.031
C 3.246 3.460 0.114
O 3.926 4.473 -0.065
N 3.179 3.000 1.327
C 2.119 2.152 1.947
H 1.582 3.346 -1.170
H 2.444 1.757 -0.953
H 3.054 3.039 -1.970
H 3.660 3.636 1.946
H 2.193 2.193 3.034
H 2.280 1.160 1.526
H 1.110 2.488 1.707
C 2.449 -0.749 -4.509
C 2.191 0.726 -4.764
O 1.071 1.084 -5.037
N 3.160 1.654 -4.740
C 4.531 1.443 -4.264
H 3.026 -0.857 -3.591
H 2.968 -1.209 -5.349
H 1.497 -1.245 -4.316
H 2.961 2.643 -4.793
H 5.264 1.362 -5.067
H 4.631 0.648 -3.525
H 4.862 2.314 -3.697
C -5.203 -0.134 -1.496
C -4.781 -0.789 -2.870
O -3.851 -0.301 -3.534
N -5.541 -1.726 -3.405
C -6.889 -2.143 -3.118
H -4.729 0.838 -1.359
H -4.714 -0.677 -0.687
H -6.281 -0.009 -1.395
H -5.107 -2.142 -4.216
H -7.310 -1.774 -2.183
H -6.926 -3.227 -3.225
H -7.580 -1.764 -3.871
*
```

Results
Gap between HOMO and LUMO (alpha / beta), eV: 2.17 / 4.43
Largest force on an atom, eV/A: 4.73


Number 1: total energy -2265.1110 hartree. Number 2: total energy -5169.9953 hartree.